1.
Below is a structure of composition C29H88BN20NiO12, with properties calculated with ωB97M-V/def2-TZVPD.

Calculated values
gap between HOMO and LUMO (spin up / spin down)	8.2 / 8.2	eV
highest occupied orbital energy (spin up / spin down)	-10.3230 / -10.3230	eV
molecular weight	978.7	g/mol
E	-127585.177	eV
net charge	+1
multiplicity	3

Last column: Löwdin spin population.
Geometry (Å):
1 Ni 24.706 22.574 -25.203  1.788
2 B 24.426 24.501 -26.026  0.018
3 H 25.383 24.542 -26.521  0.000
4 H 23.805 25.352 -26.258  0.006
5 H 23.964 23.631 -26.467  0.004
6 H 24.628 24.377 -24.973  0.014
7 C 23.142 14.344 -29.636  0.000
8 C 24.701 14.571 -29.424  0.000
9 C 25.182 15.345 -30.699  0.000
10 C 24.892 16.797 -30.717  0.000
11 C 25.496 17.429 -29.482  0.000
12 C 25.002 16.818 -28.105  0.000
13 N 25.123 15.302 -28.178  0.000
14 O 24.790 14.644 -27.004  0.000
15 C 25.858 17.426 -26.893  0.000
16 C 23.600 17.360 -27.714  0.000
17 C 25.420 13.219 -29.506  0.000
18 H 22.721 15.324 -29.860  0.000
19 H 22.611 14.211 -28.693  0.000
20 H 22.900 13.574 -30.368  0.000
21 H 26.244 15.182 -30.881  0.000
22 H 24.651 14.837 -31.504  0.000
23 H 23.843 17.064 -30.586  0.000
24 H 25.111 17.195 -31.707  0.000
25 H 25.127 18.445 -29.622  0.000
26 H 26.585 17.383 -29.509  0.000
27 H 25.833 18.514 -26.948  0.000
28 H 25.598 17.121 -25.879  0.000
29 H 26.903 17.128 -26.978  0.000
30 H 22.812 17.067 -28.409  0.000
31 H 23.400 16.934 -26.732  0.000
32 H 23.582 18.450 -27.679  0.000
33 H 25.180 12.643 -28.613  0.000
34 H 26.502 13.296 -29.398  0.000
35 H 25.222 12.636 -30.406  0.000
36 H 25.623 14.678 -26.529  0.000
37 C 30.406 24.111 -29.903  0.000
38 C 28.887 24.139 -29.563  0.000
39 C 28.755 24.655 -28.119  0.000
40 O 29.053 23.701 -27.129  0.000
41 C 30.214 23.988 -26.370  0.000
42 N 28.365 24.964 -30.619  0.000
43 H 30.547 23.563 -30.835  0.000
44 H 31.082 23.623 -29.201  0.000
45 H 30.812 25.103 -30.098  0.000
46 H 28.492 23.127 -29.478  0.000
47 H 27.754 25.074 -28.016  0.000
48 H 29.397 25.535 -28.125  0.000
49 H 29.872 24.605 -25.539  0.000
50 H 30.924 24.571 -26.958  0.000
51 H 30.557 23.022 -25.999  0.000
52 H 28.258 24.377 -31.434  0.000
53 H 27.389 25.221 -30.569  0.000
54 C 27.103 24.972 -23.818  0.001
55 C 27.195 23.413 -23.811  0.003
56 C 26.237 22.693 -22.806  0.003
57 O 24.913 22.883 -23.250  0.035
58 C 23.879 23.212 -22.240  0.004
59 N 26.828 22.892 -25.122  0.054
60 H 26.071 25.319 -23.872  0.001
61 H 27.873 25.437 -24.433  0.000
62 H 27.386 25.158 -22.782  0.000
63 H 28.241 23.143 -23.667  0.002
64 H 26.351 22.986 -21.763  0.001
65 H 26.280 21.608 -22.705  0.000
66 H 22.985 23.760 -22.538  0.000
67 H 24.351 23.869 -21.510  0.001
68 H 23.565 22.387 -21.601  0.000
69 H 27.184 23.562 -25.790  0.001
70 H 27.427 22.089 -25.256  0.002
71 C 19.654 23.937 -24.240  0.000
72 C 18.671 24.759 -23.385  0.000
73 C 17.613 25.555 -24.165  0.000
74 O 16.434 25.733 -23.373  0.000
75 C 16.561 26.493 -22.220  0.000
76 N 18.028 23.861 -22.508  0.000
77 H 20.516 24.445 -24.673  0.000
78 H 19.181 23.364 -25.038  0.000
79 H 20.203 23.239 -23.608  0.000
80 H 19.082 25.525 -22.728  0.000
81 H 17.320 24.932 -25.010  0.000
82 H 17.978 26.469 -24.632  0.000
83 H 15.598 26.610 -21.723  0.000
84 H 17.108 27.434 -22.291  0.000
85 H 17.081 25.864 -21.497  0.000
86 H 17.133 24.316 -22.396  0.000
87 H 18.461 23.712 -21.607  0.000
88 C 20.948 22.401 -28.843  0.000
89 O 21.610 22.425 -27.853  0.000
90 N 20.401 21.285 -29.126  0.000
91 N 20.804 23.329 -29.690  0.000
92 H 20.576 20.582 -28.422  0.000
93 H 20.336 20.978 -30.086  0.000
94 H 19.924 23.395 -30.180  0.000
95 H 21.174 24.196 -29.327  0.000
96 C 28.961 20.417 -26.658  0.000
97 O 29.028 20.821 -25.574  0.000
98 N 29.947 20.649 -27.526  0.000
99 N 28.147 19.555 -27.129  0.000
100 H 30.772 21.107 -27.168  0.000
101 H 29.918 20.307 -28.476  0.000
102 H 27.496 19.184 -26.452  0.000
103 H 28.312 19.120 -28.025  0.000
104 C 21.998 20.681 -24.989  0.002
105 O 22.669 21.679 -24.941  0.018
106 N 21.510 20.125 -23.961  0.001
107 N 21.626 20.146 -26.111  0.000
108 H 21.868 20.245 -23.024  0.000
109 H 20.752 19.468 -24.075  0.000
110 H 21.892 20.726 -26.894  0.000
111 H 20.855 19.499 -26.193  0.000
112 C 21.322 26.221 -28.016  0.000
113 O 21.740 25.938 -29.112  0.000
114 N 21.110 25.316 -27.092  0.000
115 N 20.758 27.370 -27.691  0.000
116 H 20.833 25.506 -26.139  0.000
117 H 21.573 24.435 -27.266  0.000
118 H 20.510 28.070 -28.376  0.000
119 H 20.355 27.488 -26.773  0.000
120 C 25.502 27.876 -27.779  0.000
121 O 26.144 28.702 -28.468  0.000
122 N 24.815 26.857 -28.236  0.001
123 N 25.505 27.798 -26.464  0.000
124 H 24.372 26.178 -27.634  0.001
125 H 24.727 26.845 -29.242  0.000
126 H 25.040 26.979 -26.100  0.000
127 H 26.410 28.073 -26.108  0.000
128 C 21.294 27.228 -23.999  0.000
129 O 20.474 27.241 -24.912  0.000
130 N 21.111 27.477 -22.762  0.000
131 N 22.570 26.855 -24.206  0.000
132 H 20.185 27.756 -22.471  0.000
133 H 21.923 27.483 -22.162  0.000
134 H 23.142 26.907 -23.375  0.000
135 H 22.810 26.493 -25.118  0.000
136 C 25.506 21.888 -28.461  0.002
137 O 25.216 21.649 -27.331  0.016
138 N 26.362 21.279 -29.238  0.001
139 N 24.994 22.875 -29.040  0.000
140 H 26.137 21.161 -30.215  0.000
141 H 27.005 20.644 -28.786  0.000
142 H 24.149 23.188 -28.583  0.000
143 H 25.311 23.234 -29.929  0.000
144 C 25.324 19.480 -24.160  0.003
145 O 25.122 20.478 -24.794  0.018
146 N 26.475 19.008 -23.900  0.000
147 N 24.390 18.553 -23.933  0.000
148 H 27.343 19.488 -23.712  0.000
149 H 26.516 18.039 -23.618  0.000
150 H 23.452 18.737 -24.259  0.000
151 H 24.641 17.662 -23.531  0.000

2.
Below is a cluster of 14 separate species, C29H91N23O14 in total, with properties calculated with ωB97M-V/def2-TZVPD.

Calculated values
gap between HOMO and LUMO	8.6	eV
highest occupied orbital energy	-9.0193	eV
molecular weight	986.2	g/mol
E	-94493.151	eV
net charge	0
energy relative to the best compared isomer or geometry (same formula, charge and spin)	64.7	kJ/mol

Last column: Löwdin charge in e.
Geometry (Å):
1 C -27.439 3.499 17.523  -0.065
2 C -28.716 2.754 17.219  -0.442
3 C -28.583 1.667 16.187  -0.213
4 O -29.866 1.228 15.754  -0.197
5 C -29.932 -0.135 15.428  -0.123
6 N -29.252 2.119 18.473  0.026
7 H -26.650 2.838 17.885  0.084
8 H -27.571 4.369 18.158  0.078
9 H -27.069 3.837 16.553  0.072
10 H -29.528 3.438 16.929  0.138
11 H -27.957 0.862 16.581  0.134
12 H -28.149 2.065 15.262  0.125
13 H -29.334 -0.357 14.532  0.085
14 H -30.954 -0.489 15.276  0.071
15 H -29.605 -0.773 16.261  0.095
16 H -29.664 2.826 19.079  0.068
17 H -30.114 1.675 18.137  0.064
18 C -23.600 5.050 7.134  -0.058
19 C -24.348 6.276 7.689  -0.408
20 C -25.508 6.709 6.792  -0.240
21 O -25.059 6.904 5.485  -0.183
22 C -26.139 7.236 4.631  -0.102
23 N -24.768 5.993 9.072  0.041
24 H -23.075 5.286 6.212  0.085
25 H -24.346 4.268 6.938  0.052
26 H -22.953 4.674 7.918  0.047
27 H -23.600 7.077 7.700  0.140
28 H -26.007 7.579 7.238  0.127
29 H -26.200 5.852 6.869  0.122
30 H -26.602 8.193 4.903  0.085
31 H -26.939 6.498 4.764  0.087
32 H -25.815 7.258 3.597  0.090
33 H -25.146 6.873 9.417  0.071
34 H -25.505 5.282 9.015  0.014
35 C -23.796 3.103 10.562  -0.056
36 C -22.527 2.278 10.697  -0.402
37 C -22.603 0.837 10.245  -0.211
38 O -23.066 0.065 11.322  -0.158
39 C -23.454 -1.230 10.957  -0.116
40 N -21.454 3.006 9.982  0.029
41 H -23.732 3.997 11.173  0.078
42 H -24.635 2.463 10.849  0.077
43 H -23.981 3.431 9.537  0.050
44 H -22.213 2.312 11.751  0.139
45 H -21.572 0.521 10.021  0.132
46 H -23.173 0.768 9.310  0.073
47 H -24.007 -1.666 11.789  0.094
48 H -22.587 -1.878 10.767  0.089
49 H -24.091 -1.284 10.065  0.047
50 H -21.357 3.992 10.189  0.093
51 H -20.567 2.562 10.201  0.086
52 C -24.206 0.237 7.343  -0.056
53 C -25.716 0.314 7.477  -0.387
54 C -26.141 -0.208 8.859  -0.186
55 O -27.558 -0.315 8.897  -0.226
56 C -28.094 -0.805 10.104  -0.108
57 N -26.090 1.721 7.324  0.066
58 H -23.804 -0.762 7.518  0.071
59 H -23.627 0.989 7.884  0.052
60 H -23.986 0.465 6.292  0.074
61 H -26.225 -0.304 6.737  0.116
62 H -25.748 0.406 9.681  0.126
63 H -25.712 -1.223 8.944  0.105
64 H -29.133 -0.500 10.199  0.073
65 H -27.593 -0.381 10.989  0.093
66 H -27.948 -1.888 10.196  0.103
67 H -25.705 2.263 8.094  0.058
68 H -27.095 1.864 7.406  0.068
69 C -34.187 -0.043 5.917  -0.076
70 C -35.019 -0.603 7.056  -0.410
71 C -34.739 0.177 8.339  -0.196
72 O -33.436 -0.167 8.827  -0.220
73 C -33.279 0.255 10.161  -0.123
74 N -36.463 -0.412 6.720  0.026
75 H -34.084 -0.762 5.102  0.083
76 H -33.159 0.049 6.281  0.025
77 H -34.499 0.934 5.557  0.086
78 H -34.895 -1.671 7.229  0.144
79 H -35.493 -0.072 9.094  0.124
80 H -34.713 1.262 8.179  0.135
81 H -33.240 1.351 10.225  0.099
82 H -32.288 -0.090 10.464  0.057
83 H -33.957 -0.171 10.903  0.078
84 H -36.662 0.585 6.821  0.067
85 H -36.986 -0.806 7.503  0.066
86 C -21.098 -2.077 5.046  -0.681
87 O -20.924 -3.269 4.849  0.024
88 N -20.365 -1.342 5.948  0.159
89 N -22.094 -1.353 4.416  0.153
90 H -19.596 -1.779 6.420  0.105
91 H -20.469 -0.348 5.986  0.081
92 H -22.097 -0.352 4.504  0.081
93 H -22.513 -1.677 3.563  0.107
94 C -26.089 3.212 3.797  -0.659
95 O -26.330 3.981 2.870  0.000
96 N -26.577 1.923 3.828  0.149
97 N -25.520 3.614 4.981  0.161
98 H -26.429 1.355 4.641  0.064
99 H -27.214 1.634 3.113  0.094
100 H -25.098 4.515 5.111  0.060
101 H -25.579 2.934 5.736  0.037
102 C -30.274 1.589 7.030  -0.631
103 O -29.946 2.491 7.807  0.002
104 N -31.394 1.693 6.218  0.149
105 N -29.559 0.452 6.816  0.183
106 H -31.453 1.081 5.424  0.091
107 H -31.724 2.639 6.137  0.105
108 H -28.726 0.180 7.319  0.061
109 H -29.813 -0.221 6.099  0.057
110 C -28.262 -2.316 5.005  -0.612
111 O -29.377 -1.794 4.956  -0.026
112 N -27.498 -2.402 6.151  0.167
113 N -27.724 -3.024 3.945  0.165
114 H -28.006 -2.135 6.977  0.068
115 H -26.801 -3.147 6.137  0.048
116 H -28.179 -2.946 3.057  0.097
117 H -26.773 -3.331 4.047  0.085
118 C -30.585 -2.644 7.432  -0.647
119 O -29.769 -3.558 7.449  0.016
120 N -31.504 -2.491 6.414  0.167
121 N -30.791 -1.773 8.495  0.171
122 H -32.146 -1.725 6.470  0.057
123 H -31.407 -3.037 5.581  0.103
124 H -31.621 -1.195 8.478  0.061
125 H -29.965 -1.493 8.986  0.029
126 C -33.150 -1.232 13.462  -0.688
127 O -33.828 -2.148 13.918  0.027
128 N -31.999 -1.412 12.756  0.154
129 N -33.565 0.079 13.545  0.147
130 H -31.666 -2.339 12.570  0.114
131 H -31.382 -0.633 12.632  0.079
132 H -34.337 0.295 14.150  0.105
133 H -32.842 0.780 13.509  0.092
134 C -27.415 3.866 10.073  -0.610
135 O -26.852 4.010 8.983  -0.016
136 N -28.180 2.748 10.284  0.174
137 N -27.077 4.598 11.196  0.172
138 H -28.676 2.498 11.115  0.093
139 H -28.371 2.243 9.426  0.061
140 H -27.527 4.430 12.071  0.092
141 H -26.336 5.234 10.948  0.085
142 C -20.363 4.104 6.523  -0.684
143 O -19.881 4.922 7.290  0.019
144 N -21.156 3.082 6.980  0.138
145 N -20.182 4.152 5.154  0.148
146 H -21.346 3.047 7.971  0.036
147 H -21.567 2.401 6.373  0.075
148 H -20.579 3.458 4.555  0.080
149 H -19.439 4.725 4.802  0.098
150 C -24.592 -4.033 7.145  -0.628
151 O -25.354 -4.170 6.180  -0.013
152 N -23.335 -3.531 7.011  0.187
153 N -25.029 -4.280 8.422  0.170
154 H -22.773 -3.376 7.826  0.097
155 H -22.931 -3.406 6.098  0.075
156 H -24.440 -4.007 9.186  0.086
157 H -25.953 -4.638 8.565  0.111

3.
Below is a structure of composition C2Ag11O6, with properties calculated with ωB97M-V/def2-TZVPD.

Calculated values
gap between HOMO and LUMO	2.7	eV
highest occupied orbital energy	-28.6751	eV
molecular weight	1306.6	g/mol
E	-58230.479	eV
net charge	+7
energy relative to the best compared isomer or geometry (same formula, charge and spin)	101.1	kJ/mol

Last column: Löwdin charge in e.
Geometry (Å):
1 Ag 0.367 -0.602 2.447  0.876
2 Ag -0.817 2.164 0.673  0.802
3 Ag 4.157 -0.557 0.980  0.847
4 Ag -2.957 -0.635 0.414  0.900
5 Ag 3.043 -0.773 -2.372  0.770
6 Ag -1.658 1.582 -2.534  0.809
7 Ag 2.096 2.405 -3.257  0.746
8 Ag 2.132 -3.026 1.030  0.858
9 Ag 2.337 2.448 -0.478  0.700
10 Ag -1.308 -2.611 -1.408  0.884
11 Ag 0.211 -0.034 -4.583  0.820
12 C -2.494 -0.101 3.097  -0.822
13 O -1.686 0.729 2.501  0.038
14 O -1.855 -1.157 3.340  0.273
15 O -3.649 0.166 3.362  0.482
16 C 0.531 0.050 -0.763  -1.028
17 O 0.671 0.693 -1.926  -0.367
18 O -0.661 -0.121 -0.245  -0.312
19 O 1.542 -0.621 -0.276  -0.276

4.
Below is a structure of composition C2AgF5NO4S2, with properties calculated with ωB97M-V/def2-TZVPD.

Calculated values
gap between HOMO and LUMO (spin up / spin down)	8.9 / 5.7	eV
highest occupied orbital energy (spin up / spin down)	-9.3911 / -9.3844	eV
molecular weight	369.0	g/mol
E	-51002.779	eV
net charge	0
multiplicity	2

Last column: Löwdin spin population.
Geometry (Å):
1 Ag 0.471 3.014 0.375  0.003
2 N -0.461 -0.140 0.031  0.038
3 S 1.106 0.040 -0.673  0.076
4 O 0.983 -0.558 -1.997  0.030
5 O 1.347 1.525 -0.605  0.011
6 C 2.572 -0.709 0.236  0.554
7 F 2.236 -0.637 1.562  0.127
8 F 2.518 -2.048 -0.042  0.126
9 S -1.317 1.127 0.733  0.012
10 O -0.337 1.665 1.773  0.008
11 O -1.404 2.289 -0.250  0.010
12 C -1.754 -1.123 -0.175  0.002
13 F -1.705 -1.814 0.968  0.000
14 F -1.626 -2.176 -1.009  0.000
15 F -2.629 -0.453 -0.927  0.002

5.
Below is a structure of composition C2BiF3NO4S2, with properties calculated with ωB97M-V/def2-TZVPD.

Calculated values
gap between HOMO and LUMO (spin up / spin down)	6.8 / 6.8	eV
highest occupied orbital energy (spin up / spin down)	-13.3986 / -13.3992	eV
molecular weight	432.1	g/mol
E	-47404.475	eV
net charge	+1
energy relative to the best compared isomer or geometry (same formula, charge and spin)	35.1	kJ/mol

Last column: Löwdin charge in e.
Geometry (Å):
1 Bi 1.229 1.122 -0.006  1.946
2 N 2.258 -0.835 0.441  -0.412
3 S 3.531 -0.340 -0.653  0.924
4 O 2.988 1.176 -0.812  -0.860
5 S -1.297 0.755 0.995  0.992
6 O -0.593 2.000 0.417  -0.685
7 O -0.344 -0.434 0.659  -0.611
8 C -2.552 0.455 -0.373  -0.757
9 F -3.711 0.977 0.006  0.156
10 F -2.163 1.015 -1.502  0.155
11 F -2.699 -0.840 -0.569  0.166
12 O 1.591 -3.105 0.696  0.279
13 C 1.762 -1.945 0.701  -0.292

6.
Below is a structure of composition C2Br2Cl2S, with properties calculated with ωB97M-V/def2-TZVPD.

Calculated values
gap between HOMO and LUMO (spin up / spin down)	7.1 / 7.6	eV
highest occupied orbital energy (spin up / spin down)	-8.0735 / -8.5111	eV
molecular weight	286.8	g/mol
E	-178034.760	eV
net charge	0
energy relative to the best compared isomer or geometry (same formula, charge and spin)	294.1	kJ/mol

Last column: Löwdin charge in e.
Geometry (Å):
1 C -1.911 0.151 0.489  -1.244
2 C 1.547 0.251 0.130  -1.798
3 S -3.434 0.472 0.416  0.649
4 Cl 1.135 1.811 0.700  0.539
5 Cl 1.493 0.034 -1.591  0.508
6 Br -0.821 -1.284 0.664  0.732
7 Br 3.049 -0.468 1.012  0.615